Record 1
Density functional theory data (ωB97M-V with the def2-TZVPD basis set) for a molecular structure, C13H9F3N3PtS7.

Each line ends with the Löwdin charge.
Element x y z (Å)
Pt (-1.62, 0.03, -0.95)  0.386
S (-5.41, 5.67, 1.34)  0.431
C (-4.65, 4.32, 0.74)  -1.532
S (-4.63, 2.80, 1.54)  0.882
C (-3.69, 1.93, 0.36)  -1.166
C (-3.29, 2.63, -0.71)  -1.174
S (-2.37, 1.92, -2.02)  0.390
S (-3.76, 4.30, -0.74)  0.885
S (-3.34, 0.22, 0.54)  0.420
F (0.89, -5.47, -2.53)  0.116
C (1.01, -4.13, -2.47)  -0.594
F (0.66, -3.65, -3.67)  0.129
F (2.33, -3.88, -2.31)  0.127
C (0.20, -3.56, -1.34)  -0.120
C (-0.13, -4.38, -0.27)  -0.009
C (-0.87, -3.87, 0.79)  -0.052
C (-1.28, -2.55, 0.74)  -0.120
N (-0.94, -1.77, -0.28)  -0.195
C (-0.21, -2.22, -1.32)  -0.680
S (0.06, -0.91, -2.42)  0.600
H (0.18, -5.41, -0.27)  0.120
H (-1.13, -4.49, 1.64)  0.101
H (-1.87, -2.09, 1.52)  0.095
C (2.67, 3.40, 2.01)  -0.061
N (2.67, 2.20, 1.20)  -0.145
C (3.78, 1.48, 0.78)  -0.079
C (3.33, 0.47, 0.01)  -0.093
N (1.96, 0.56, -0.02)  0.051
C (1.53, 1.65, 0.69)  -0.818
S (-0.04, 2.16, 0.90)  0.620
H (3.69, 3.60, 2.33)  0.082
H (2.02, 3.26, 2.87)  0.078
H (2.28, 4.24, 1.43)  0.085
H (4.78, 1.76, 1.07)  0.106
H (3.87, -0.30, -0.51)  0.109
H (1.34, 0.08, -0.67)  0.022

For the LUMO energy, the calculation gives 2.44 eV. For the energy above the lowest of the compared OMol25 structures with the same formula, charge and spin, the calculation gives 0.088 eV. As for the charge: -1. For the molar mass, the calculation gives 683.78 g mol⁻¹. The calculation puts the HOMO energy at -3.73 eV. The total energy is -105348.696 eV. The HOMO-LUMO gap comes out at 6.17 eV.



Record 2
Density functional theory data (ωB97M-V with the def2-TZVPD basis set) for a molecular structure, C14Cl5MoN4S4 at a distorted geometry.

Each line ends with the Löwdin charge.
Element x y z (Å)
Mo (-0.30, 0.39, 0.04)  0.689
Cl (1.13, -1.05, 2.86)  0.734
C (1.84, -1.47, 1.35)  -0.682
C (1.33, -0.90, 0.18)  -0.393
C (1.94, -1.28, -1.03)  -0.685
Cl (1.26, -0.53, -2.43)  0.761
C (2.97, -2.18, -1.11)  -0.686
Cl (3.65, -2.61, -2.63)  0.757
C (3.45, -2.76, 0.10)  -0.670
Cl (4.71, -3.88, 0.02)  0.799
C (2.91, -2.37, 1.34)  -0.689
Cl (3.55, -3.04, 2.77)  0.754
S (-1.24, 1.56, -1.69)  0.645
C (-1.99, 0.00, -2.02)  -1.015
S (-1.98, -1.06, -0.60)  0.689
C (-2.45, -0.37, -3.24)  -0.322
C (-2.99, -1.69, -3.47)  -0.185
N (-3.43, -2.73, -3.71)  0.223
C (-2.47, 0.55, -4.34)  -0.189
N (-2.53, 1.29, -5.22)  0.224
S (-1.82, 0.81, 1.75)  0.647
C (-0.86, 2.18, 2.26)  -0.974
S (0.62, 1.94, 1.36)  0.738
C (-1.22, 3.21, 3.04)  -0.280
C (-0.30, 4.30, 3.33)  -0.170
N (0.39, 5.19, 3.54)  0.225
C (-2.55, 3.24, 3.59)  -0.175
N (-3.63, 3.28, 3.96)  0.230

For the LUMO energy (alpha / beta), the calculation gives -7.49 / -7.49 eV. For the energy above the lowest of the compared OMol25 structures with the same formula, charge and spin, the calculation gives 0.000 eV. As for the charge: +1. For the molar mass, the calculation gives 625.65 g mol⁻¹. The calculation puts the HOMO energy (alpha / beta) at -12.96 / -12.96 eV. The total energy is -128275.745 eV. The HOMO-LUMO gap (alpha / beta) comes out at 5.48 / 5.47 eV.



Record 3
Density functional theory data (ωB97M-V with the def2-TZVPD basis set) for a molecular structure, C14H10ClIrNO4 at a distorted geometry.

Each line ends with the Löwdin charge.
Element x y z (Å)
Ir (0.85, 0.41, 0.21)  1.213
O (-2.21, -2.16, -0.87)  0.207
C (-1.14, -1.52, -0.53)  -0.412
O (-1.12, -0.28, -0.40)  -0.034
C (0.07, -2.33, -0.29)  -0.151
C (0.25, -3.70, -0.38)  0.056
C (1.52, -4.19, -0.09)  0.007
C (2.56, -3.34, 0.27)  0.070
C (2.30, -1.99, 0.34)  -0.137
N (1.09, -1.54, 0.06)  -0.034
C (3.27, -0.87, 0.71)  -0.523
O (4.40, -1.09, 0.99)  0.154
O (2.71, 0.36, 0.69)  -0.227
H (-2.96, -1.55, -1.01)  0.165
H (-0.56, -4.36, -0.66)  0.136
H (1.70, -5.26, -0.16)  0.127
H (3.56, -3.70, 0.50)  0.142
Cl (-4.66, 2.66, -0.60)  0.775
C (-2.97, 2.64, -0.29)  -0.623
C (-2.52, 2.53, 1.03)  -0.074
C (-1.17, 2.51, 1.28)  0.001
C (-0.22, 2.61, 0.22)  -0.364
C (1.17, 2.56, 0.47)  -0.084
C (-0.73, 2.72, -1.12)  -0.007
C (-2.07, 2.75, -1.36)  -0.078
H (-3.24, 2.47, 1.83)  0.121
H (-0.80, 2.43, 2.30)  0.132
H (1.54, 2.69, 1.48)  0.093
H (1.87, 2.85, -0.31)  0.093
H (-0.02, 2.81, -1.93)  0.133
H (-2.46, 2.85, -2.36)  0.121

For the LUMO energy (alpha / beta), the calculation gives -5.50 / -5.44 eV. For the energy above the lowest of the compared OMol25 structures with the same formula, charge and spin, the calculation gives 0.080 eV. As for the charge: +1. For the molar mass, the calculation gives 483.91 g mol⁻¹. The calculation puts the HOMO energy (alpha / beta) at -11.79 / -11.69 eV. The total energy is -39714.489 eV. The HOMO-LUMO gap (alpha / beta) comes out at 6.29 / 6.25 eV.



Record 4
Density functional theory data (ωB97M-V with the def2-TZVPD basis set) for a molecular structure, C14H10ClN2O7Ti at a distorted geometry.

Each line ends with the Löwdin charge.
Element x y z (Å)
Ti (-0.49, -0.31, -0.06)  1.015
O (3.90, -0.91, 3.41)  0.076
C (2.82, -1.11, 4.17)  -0.251
C (3.06, -1.35, 5.53)  -0.004
C (2.01, -1.61, 6.38)  -0.055
C (0.69, -1.63, 5.92)  -0.071
C (0.44, -1.39, 4.59)  -0.003
C (1.49, -1.13, 3.69)  -0.071
C (1.13, -0.87, 2.31)  -0.343
O (-0.06, -0.86, 1.92)  -0.042
N (2.16, -0.69, 1.41)  0.099
N (1.68, -0.62, 0.18)  -0.044
C (2.59, -0.47, -0.78)  -0.009
C (2.32, -0.40, -2.14)  -0.106
C (3.44, -0.24, -3.03)  -0.030
C (3.27, -0.20, -4.37)  -0.064
C (1.96, -0.32, -4.91)  -0.038
C (0.87, -0.49, -4.12)  0.016
C (1.00, -0.53, -2.70)  -0.289
O (-0.04, -0.70, -1.98)  -0.086
H (3.62, -0.84, 2.47)  0.073
H (4.08, -1.34, 5.87)  0.122
H (2.22, -1.79, 7.43)  0.111
H (-0.13, -1.83, 6.60)  0.107
H (-0.57, -1.39, 4.21)  0.126
H (3.62, -0.42, -0.44)  0.140
H (4.42, -0.15, -2.59)  0.118
H (4.11, -0.07, -5.04)  0.109
H (1.84, -0.29, -5.99)  0.115
H (-0.13, -0.58, -4.52)  0.129
O (-4.00, -0.42, 1.18)  -0.409
Cl (-3.18, -0.21, 0.01)  0.829
O (-3.95, -0.25, -1.21)  -0.409
O (-2.22, -1.46, -0.06)  -0.529
O (-0.34, 1.29, 0.01)  -0.330

For the LUMO energy (alpha / beta), the calculation gives -1.48 / -3.63 eV. For the energy above the lowest of the compared OMol25 structures with the same formula, charge and spin, the calculation gives 0.000 eV. As for the charge: 0. Its spin multiplicity is 2. For the molar mass, the calculation gives 401.56 g mol⁻¹. The expectation value of S² is 0.790. The calculation puts the HOMO energy (alpha / beta) at -9.09 / -9.29 eV. The total energy is -67626.885 eV. The HOMO-LUMO gap (alpha / beta) comes out at 7.61 / 5.66 eV.



Record 5
Density functional theory data (ωB97M-V with the def2-TZVPD basis set) for a molecular structure, C14H10CoN3O4S at a distorted geometry.

Each line ends with the Löwdin charge.
Element x y z (Å)
Co (0.73, -0.88, 0.46)  0.533
O (-0.83, 0.32, -3.02)  0.014
C (-0.23, -0.51, -2.35)  -0.603
O (0.37, -0.23, -1.24)  -0.190
C (-0.16, -1.95, -2.83)  -0.146
C (-0.55, -2.15, -4.16)  -0.052
C (-0.52, -3.39, -4.76)  -0.118
C (-0.09, -4.48, -4.01)  -0.122
C (0.29, -4.31, -2.69)  -0.164
C (0.27, -3.05, -2.06)  -0.606
S (0.76, -3.08, -0.37)  0.599
H (-0.89, -1.27, -4.70)  0.105
H (-0.83, -3.51, -5.79)  0.085
H (-0.05, -5.47, -4.46)  0.089
H (0.62, -5.16, -2.11)  0.078
O (0.71, -0.56, 3.89)  -0.091
N (1.66, -0.61, 3.15)  -0.227
O (1.48, -1.35, 2.09)  -0.339
N (-1.84, 1.70, 2.66)  0.132
C (-1.43, 0.66, 1.89)  -0.135
N (-0.29, 0.86, 1.32)  0.070
C (0.13, 2.11, 1.76)  -0.212
C (1.31, 2.80, 1.51)  0.003
C (1.47, 4.04, 2.10)  -0.093
C (0.47, 4.59, 2.92)  -0.102
C (-0.70, 3.91, 3.19)  -0.028
C (-0.84, 2.66, 2.60)  -0.192
H (-2.64, 1.71, 3.25)  0.154
H (-2.02, -0.24, 1.77)  0.143
H (2.08, 2.37, 0.88)  0.118
H (2.38, 4.60, 1.94)  0.097
H (0.62, 5.57, 3.35)  0.095
H (-1.47, 4.32, 3.83)  0.104

For the LUMO energy (alpha / beta), the calculation gives 2.61 / 2.60 eV. For the energy above the lowest of the compared OMol25 structures with the same formula, charge and spin, the calculation gives 0.959 eV. As for the charge: -1. Its spin multiplicity is 4. For the molar mass, the calculation gives 375.25 g mol⁻¹. The expectation value of S² is 3.761. The calculation puts the HOMO energy (alpha / beta) at -4.09 / -4.15 eV. The total energy is -75804.477 eV. The HOMO-LUMO gap (alpha / beta) comes out at 6.70 / 6.76 eV.



Record 6
Density functional theory data (ωB97M-V with the def2-TZVPD basis set) for a molecular structure, C14H10IrN7O2S5.

Each line ends with the Löwdin charge.
Element x y z (Å)
Ir (-0.71, 0.03, 0.22)  0.671
S (-1.96, 1.75, 1.09)  0.633
C (-0.58, 2.24, 2.06)  -1.004
S (0.71, 1.15, 1.62)  0.612
C (-0.52, 3.25, 2.98)  -0.361
C (-1.68, 4.02, 3.26)  -0.232
N (-2.62, 4.65, 3.47)  0.165
C (0.68, 3.47, 3.72)  -0.236
N (1.65, 3.64, 4.30)  0.163
C (-0.35, -1.97, 4.78)  0.016
C (0.20, -2.45, 3.49)  -0.319
N (1.13, -3.33, 3.33)  0.143
N (1.33, -3.40, 1.98)  0.059
C (0.54, -2.58, 1.28)  -0.749
S (0.27, -2.32, -0.35)  0.707
N (-0.18, -1.96, 2.26)  -0.089
N (-1.16, -1.01, 1.94)  -0.106
H (0.08, -2.55, 5.59)  0.094
H (-1.44, -2.07, 4.80)  0.092
H (-0.11, -0.91, 4.93)  0.096
H (2.01, -4.04, 1.60)  0.166
H (-1.06, -0.24, 2.61)  0.044
H (-2.09, -1.41, 2.00)  0.146
O (-2.53, 1.16, -2.98)  -0.248
S (-1.43, 0.38, -2.52)  0.622
O (-1.78, -0.85, -1.78)  -0.453
N (-0.40, 1.14, -1.49)  -0.350
C (0.84, 1.35, -2.08)  -0.843
S (2.08, 2.15, -1.38)  0.728
C (0.89, 0.77, -3.45)  -0.234
C (1.95, 0.82, -4.35)  -0.018
C (1.79, 0.20, -5.58)  -0.051
C (0.60, -0.44, -5.93)  -0.057
C (-0.47, -0.47, -5.04)  -0.026
C (-0.28, 0.13, -3.82)  -0.227
H (2.87, 1.32, -4.07)  0.103
H (2.61, 0.22, -6.29)  0.110
H (0.51, -0.90, -6.90)  0.109
H (-1.40, -0.95, -5.30)  0.125

For the LUMO energy, the calculation gives -0.77 eV. For the energy above the lowest of the compared OMol25 structures with the same formula, charge and spin, the calculation gives 0.108 eV. As for the charge: 0. For the molar mass, the calculation gives 660.83 g mol⁻¹. The calculation puts the HOMO energy at -8.20 eV. The total energy is -86220.035 eV. The HOMO-LUMO gap comes out at 7.43 eV.



Record 7
Density functional theory data (ωB97M-V with the def2-TZVPD basis set) for a molecular structure, C14H10N5S3W at a distorted geometry.

Each line ends with the Löwdin charge.
Element x y z (Å)
W (-0.11, -0.14, -0.33)  0.928
S (2.13, 0.76, -0.35)  0.659
C (2.75, 0.26, -1.88)  -0.699
C (4.10, 0.61, -2.13)  -0.269
N (5.19, 0.92, -2.29)  0.213
C (1.99, -0.40, -2.81)  -0.673
S (0.33, -0.83, -2.51)  0.688
C (2.50, -0.73, -4.08)  -0.272
N (2.88, -1.01, -5.12)  0.211
S (-2.58, -0.53, -0.40)  0.619
C (-2.48, 1.20, -0.56)  -0.743
C (-3.54, 2.10, -0.58)  -0.056
C (-3.26, 3.45, -0.69)  -0.019
C (-1.93, 3.87, -0.75)  -0.031
C (-0.93, 2.93, -0.73)  -0.101
N (-1.19, 1.61, -0.63)  -0.208
H (-4.56, 1.73, -0.53)  0.118
H (-4.06, 4.17, -0.71)  0.124
H (-1.68, 4.92, -0.83)  0.117
H (0.12, 3.20, -0.78)  0.114
N (-0.21, 0.14, 2.04)  0.037
C (0.04, -1.28, 2.10)  -0.370
C (0.00, -2.07, 3.23)  0.031
C (0.42, -3.40, 3.10)  0.000
C (0.86, -3.85, 1.87)  -0.007
C (0.80, -3.01, 0.77)  -0.056
N (0.38, -1.75, 0.88)  -0.120
H (-0.95, 0.43, 2.69)  0.135
H (0.64, 0.65, 2.30)  0.117
H (-0.35, -1.67, 4.17)  0.130
H (0.39, -4.06, 3.96)  0.127
H (1.22, -4.87, 1.76)  0.126
H (1.09, -3.35, -0.21)  0.133

For the LUMO energy (alpha / beta), the calculation gives -5.01 / -4.81 eV. For the energy above the lowest of the compared OMol25 structures with the same formula, charge and spin, the calculation gives 0.000 eV. As for the charge: +1. Its spin multiplicity is 3. For the molar mass, the calculation gives 528.31 g mol⁻¹. The expectation value of S² is 2.053. The calculation puts the HOMO energy (alpha / beta) at -11.60 / -11.85 eV. The total energy is -56456.869 eV. The HOMO-LUMO gap (alpha / beta) comes out at 6.59 / 7.04 eV.



Record 8
Density functional theory data (ωB97M-V with the def2-TZVPD basis set) for a single C14H10O3S molecule at a distorted geometry.

Each line ends with the Löwdin charge.
Element x y z (Å)
C (-0.70, -0.06, 4.57)  -0.048
O (-0.68, 0.76, 3.37)  -0.078
C (-0.96, 0.10, 2.21)  -0.230
C (0.01, 0.24, 1.23)  0.075
C (-0.19, -0.26, -0.04)  -0.241
C (0.77, -0.06, -1.06)  0.025
C (1.61, 0.09, -1.87)  -0.026
C (2.51, 0.48, -2.92)  -0.556
C (2.64, 1.81, -3.21)  -0.123
C (3.64, 2.03, -4.24)  -0.174
C (4.23, 0.85, -4.69)  -0.398
S (3.45, -0.56, -3.98)  0.997
C (-1.33, -0.97, -0.30)  0.015
C (-2.36, -1.14, 0.64)  -0.112
C (-3.58, -1.84, 0.28)  -0.177
O (-4.41, -2.16, 1.12)  0.029
C (-2.19, -0.53, 1.92)  -0.136
O (-3.19, -0.50, 2.86)  0.084
H (-1.70, -0.13, 4.99)  0.079
H (-0.05, 0.38, 5.36)  0.098
H (-0.33, -1.06, 4.38)  0.090
H (0.91, 0.82, 1.47)  0.152
H (2.13, 2.64, -2.68)  0.129
H (3.85, 3.03, -4.60)  0.090
H (5.12, 0.79, -5.34)  0.074
H (-1.50, -1.39, -1.31)  0.140
H (-3.79, -2.22, -0.75)  0.139
H (-3.89, -1.13, 2.60)  0.083

For the LUMO energy, the calculation gives -0.27 eV. For the energy above the lowest of the compared OMol25 structures with the same formula, charge and spin, the calculation gives 0.137 eV. As for the charge: 0. For the molar mass, the calculation gives 258.30 g mol⁻¹. As for the structure (SMILES): COc1cc(C#Cc2cccs2)cc(C=O)c1O. The calculation puts the HOMO energy at -8.31 eV. The total energy is -31655.007 eV. The HOMO-LUMO gap comes out at 8.05 eV.



Copy entry 6 word for word.
Density functional theory data (ωB97M-V with the def2-TZVPD basis set) for a molecular structure, C14H10IrN7O2S5.

Each line ends with the Löwdin charge.
Element x y z (Å)
Ir (-0.71, 0.03, 0.22)  0.671
S (-1.96, 1.75, 1.09)  0.633
C (-0.58, 2.24, 2.06)  -1.004
S (0.71, 1.15, 1.62)  0.612
C (-0.52, 3.25, 2.98)  -0.361
C (-1.68, 4.02, 3.26)  -0.232
N (-2.62, 4.65, 3.47)  0.165
C (0.68, 3.47, 3.72)  -0.236
N (1.65, 3.64, 4.30)  0.163
C (-0.35, -1.97, 4.78)  0.016
C (0.20, -2.45, 3.49)  -0.319
N (1.13, -3.33, 3.33)  0.143
N (1.33, -3.40, 1.98)  0.059
C (0.54, -2.58, 1.28)  -0.749
S (0.27, -2.32, -0.35)  0.707
N (-0.18, -1.96, 2.26)  -0.089
N (-1.16, -1.01, 1.94)  -0.106
H (0.08, -2.55, 5.59)  0.094
H (-1.44, -2.07, 4.80)  0.092
H (-0.11, -0.91, 4.93)  0.096
H (2.01, -4.04, 1.60)  0.166
H (-1.06, -0.24, 2.61)  0.044
H (-2.09, -1.41, 2.00)  0.146
O (-2.53, 1.16, -2.98)  -0.248
S (-1.43, 0.38, -2.52)  0.622
O (-1.78, -0.85, -1.78)  -0.453
N (-0.40, 1.14, -1.49)  -0.350
C (0.84, 1.35, -2.08)  -0.843
S (2.08, 2.15, -1.38)  0.728
C (0.89, 0.77, -3.45)  -0.234
C (1.95, 0.82, -4.35)  -0.018
C (1.79, 0.20, -5.58)  -0.051
C (0.60, -0.44, -5.93)  -0.057
C (-0.47, -0.47, -5.04)  -0.026
C (-0.28, 0.13, -3.82)  -0.227
H (2.87, 1.32, -4.07)  0.103
H (2.61, 0.22, -6.29)  0.110
H (0.51, -0.90, -6.90)  0.109
H (-1.40, -0.95, -5.30)  0.125

For the LUMO energy, the calculation gives -0.77 eV. For the energy above the lowest of the compared OMol25 structures with the same formula, charge and spin, the calculation gives 0.108 eV. As for the charge: 0. For the molar mass, the calculation gives 660.83 g mol⁻¹. The calculation puts the HOMO energy at -8.20 eV. The total energy is -86220.035 eV. The HOMO-LUMO gap comes out at 7.43 eV.



Q: Look up the energy above the lowest of the compared OMol25 structures with the same formula, charge and spin of the sixth one.
A: 0.108 eV